1.
Molecular formula: C15H18O2
Method: DFT, ωB97M-V with the def2-TZVPD basis set

Its structure (SMILES) is CCc1ccc(O)cc1.Cc1ccc(O)cc1. The energy relative to the best compared isomer or geometry (same formula, charge and spin) comes out at 284.3 kJ/mol. Its total energy is -19939.3625 eV. As for the lowest unoccupied orbital energy: 0.595 eV. The molecular weight is 230.307 g mol⁻¹. The charge is 0.

Geometry as XYZ:
```
35
Properties=species:S:1:pos:R:3:forces:R:3
C -1.1344 -2.8138 0.3563 0.277 0.939 1.551
C -0.6541 -1.3301 0.6708 -0.599 -1.669 0.367
C -1.9748 -0.4945 0.5851 4.218 2.867 -1.884
C -3.2555 -0.7237 0.9635 -0.618 0.208 -0.292
C -4.2600 0.2241 0.7203 -1.222 1.009 0.997
C -3.9563 1.4313 0.1002 -0.017 -0.546 -0.064
O -4.8834 2.4314 -0.0975 1.284 -0.396 -0.384
C -2.6851 1.6386 -0.4246 -0.213 -0.498 -0.462
C -1.6780 0.7345 -0.1168 0.979 0.609 -0.603
H -1.1862 -2.8483 -0.6930 -0.166 -0.189 -1.504
H -2.1635 -3.0417 0.7063 0.955 -0.058 0.211
H -0.3937 -3.5431 0.6571 -0.088 -0.365 0.298
H -0.1069 -1.1591 1.7101 -1.123 -0.565 -2.172
H 0.0929 -1.1735 -0.2170 -1.505 0.624 2.024
H -3.4899 -1.6675 1.3728 -0.507 -0.781 0.665
H -5.3129 0.1575 1.1415 1.401 -0.475 -0.572
H -5.6553 2.1171 0.3330 -1.461 -0.101 0.507
H -2.6882 2.3654 -1.2350 0.843 0.426 0.549
H -0.5772 1.0152 -0.4814 -2.555 -1.035 0.793
C 2.7296 1.4958 1.9084 4.558 0.419 -1.432
C 2.7832 0.7669 0.5327 0.299 1.276 0.903
C 2.6512 -0.6302 0.3208 -0.302 -0.135 1.804
C 2.6706 -1.1107 -0.9475 0.947 1.043 -3.079
C 2.9921 -0.2650 -2.0732 -1.321 -0.751 2.076
O 2.7603 -0.6274 -3.3507 -0.643 -1.820 -1.105
C 3.3880 1.0167 -1.8123 0.173 1.523 -1.721
C 3.1208 1.5749 -0.5570 1.665 0.514 -0.955
H 1.8162 1.4768 2.3519 -2.771 0.141 1.212
H 3.1619 2.5829 1.8146 -1.210 -1.985 -0.004
H 3.4647 1.0187 2.6155 -0.741 0.199 -0.582
H 2.4946 -1.4049 1.1450 0.174 1.546 -0.930
H 2.5803 -2.1185 -1.2807 -0.395 -0.995 0.584
H 2.1467 -1.4218 -3.4444 1.394 1.515 0.571
H 3.7961 1.6467 -2.6902 -0.941 -0.942 1.579
H 3.4062 2.6792 -0.5845 -0.771 -1.549 1.054
```
Positions in Å, forces in eV/Å.


2.
Molecular formula: C15H19
Method: DFT, ωB97M-V with the def2-TZVPD basis set

The energy relative to the best compared isomer or geometry (same formula, charge and spin) comes out at 0.0 kJ/mol. Its total energy is -15855.2365 eV. As for the lowest unoccupied orbital energy: -5.598 eV. The molecular weight is 199.317 g mol⁻¹. The charge is +1.

Geometry as XYZ:
```
34
Properties=species:S:1:pos:R:3:forces:R:3
C 1.0695 2.1314 -1.1329 -0.150 0.262 -0.226
C 1.1894 1.6122 0.2716 0.728 -0.842 0.251
C 0.3395 2.2310 1.3443 -0.258 0.235 0.066
C 2.0603 0.6301 0.5669 -0.184 0.663 -0.070
H 0.2325 2.8356 -1.2003 0.216 -0.159 -0.168
H 1.9826 2.6592 -1.4449 -0.250 -0.126 0.104
H 0.8977 1.3175 -1.8501 0.055 0.176 0.133
H -0.3829 2.9226 0.8960 0.085 -0.141 0.266
H -0.2116 1.4675 1.9093 0.125 0.160 -0.089
H 0.9532 2.7976 2.0601 -0.166 -0.150 -0.209
H 2.2020 0.3047 1.5980 -0.045 0.022 -0.217
H 2.7478 0.2603 -0.1936 -0.129 -0.007 0.146
C 2.7064 -2.5306 0.6048 0.504 -0.197 -0.804
C 3.4522 -2.8323 -0.7510 -0.471 0.344 0.779
C 2.4128 -2.5497 -1.7951 -0.765 0.078 1.253
C 1.2041 -2.1992 -1.2186 0.891 0.257 -0.904
C 1.3097 -2.1686 0.1956 0.048 -1.084 0.244
C 0.1880 -2.1400 1.0847 -0.523 0.346 0.383
C -1.0943 -1.7776 0.5945 0.018 -0.270 0.207
C -2.2113 -1.8387 1.4202 0.100 0.056 -0.084
C -2.0848 -2.2580 2.7521 0.455 -0.044 -0.268
C -0.8233 -2.6181 3.2550 0.036 0.075 -0.073
C 0.3040 -2.5332 2.4469 0.014 -0.005 -0.325
H 2.7275 -3.4174 1.2540 -0.159 0.273 -0.122
H 3.1918 -1.7180 1.1573 -0.171 -0.134 -0.072
H 4.3627 -2.2252 -0.8673 -0.264 -0.171 -0.137
H 3.7657 -3.8873 -0.7521 -0.045 0.252 -0.285
H 2.5962 -2.6644 -2.8597 -0.107 0.046 0.138
H 0.2858 -1.9741 -1.7597 0.410 -0.155 0.063
H -1.2023 -1.4764 -0.4482 -0.075 0.002 0.397
H -3.1900 -1.5733 1.0178 0.301 -0.057 0.169
H -2.9648 -2.3164 3.3930 0.251 0.002 -0.187
H -0.7247 -2.9780 4.2805 -0.040 0.186 -0.312
H 1.2871 -2.8148 2.8354 -0.433 0.105 -0.043
```
Positions in Å, forces in eV/Å.